[1]
Entry from OMol25: a 2-piece molecular cluster, C5H8O overall (ωB97M-V/def2-TZVPD).

The SMILES is CCC=O.C#C. The value obtained for the HOMO energy is -0.3713 Ha. The total energy comes out at -270.46046 a.u. The calculation puts the LUMO energy at 0.90 eV. As for the energy relative to the best compared isomer or geometry (same formula, charge and spin): 61.1 kcal/mol.

```
! RIJCOSX wB97M-V def2-TZVPD def2/J DEFGRID3
* xyz 0 1
C -1.202 1.082 -0.046
C -1.070 -0.385 0.380
C -0.147 -0.520 1.564
O 0.894 -1.137 1.579
C 2.024 -0.628 -1.276
C 2.200 -0.183 -2.381
H -1.481 1.721 0.801
H -1.974 1.190 -0.813
H -0.258 1.450 -0.461
H -0.701 -1.004 -0.442
H -2.052 -0.768 0.690
H -0.481 0.017 2.478
H 1.845 -1.019 -0.291
H 2.369 0.203 -3.362
*
```

***

[2]
Entry from OMol25: an isolated ion of composition C5H6N and charge +1 at a distorted geometry (ωB97M-V/def2-TZVPD).

As for the expectation value of S²: 2.016. The value obtained for the HOMO energy (alpha / beta) is -0.4738 / -0.5537 Ha. The total energy comes out at -248.23406 a.u. The calculation puts the LUMO energy (alpha / beta) at -5.13 / -8.55 eV. As for the energy relative to the best compared isomer or geometry (same formula, charge and spin): 141.3 kcal/mol.

```
! RIJCOSX wB97M-V def2-TZVPD def2/J DEFGRID3
* xyz 1 3
C 0.239 -0.474 0.102
C -3.059 -0.434 -0.014
C -2.034 0.531 -0.035
C 1.468 0.417 0.099
C 1.516 -1.096 -0.131
N -0.992 -0.382 0.019
H -1.959 1.193 -0.910
H -2.119 1.371 0.804
H 1.702 1.258 -0.675
H 1.690 0.729 1.037
H 1.760 -1.562 0.736
H 1.788 -1.550 -1.032
*
```

***

[3]
Entry from OMol25: a 2-piece molecular cluster, C24H28N6O3S overall at a distorted geometry (ωB97M-V/def2-TZVPD).

The SMILES is Cc1csc(Nc2ncccc2Oc2ccccc2C#N)n1.CNC(=O)[C@@H](NC(C)=O)C(C)C. The value obtained for the HOMO energy is -0.2899 Ha. The total energy comes out at -1883.82441 a.u. The calculation puts the LUMO energy at 0.07 eV. As for the energy relative to the best compared isomer or geometry (same formula, charge and spin): 9.5 kcal/mol.

```
! RIJCOSX wB97M-V def2-TZVPD def2/J DEFGRID3
* xyz 0 1
N 7.009 0.392 0.614
O -4.780 0.725 -4.062
O -0.239 -1.202 -2.407
C 6.238 -0.438 0.890
N -0.033 2.700 -0.436
N 1.290 2.174 3.424
O 3.448 0.049 1.361
S -0.981 3.413 1.887
C -3.677 0.471 -3.607
C -1.444 -1.383 -2.344
C 0.172 2.573 0.846
C -1.764 3.992 0.445
C -1.124 3.526 -0.669
C 1.825 1.993 4.635
C 1.816 1.542 2.370
C 2.917 1.155 4.841
C 4.974 -3.840 1.737
C 3.624 -3.585 1.988
C 5.824 -2.792 1.370
C 3.478 0.481 3.759
C 3.128 -2.281 1.870
C 5.331 -1.484 1.250
C 2.918 0.661 2.484
C 3.970 -1.219 1.504
N 1.250 1.772 1.135
N -1.943 -2.471 -2.948
N -3.567 -0.009 -2.368
C -2.447 0.685 -4.469
C -1.556 3.887 -2.056
C -3.325 -2.946 -3.035
C -1.387 -0.995 0.655
C -3.606 0.102 0.554
C -2.654 -0.839 -0.197
C -2.332 -0.346 -1.628
H -2.627 4.647 0.432
H 1.394 2.520 5.482
H 3.323 1.042 5.840
H 5.363 -4.851 1.826
H 2.958 -4.397 2.266
H 6.874 -2.994 1.174
H 4.345 -0.158 3.905
H 2.076 -2.082 2.051
H 1.733 1.396 0.330
H -1.238 -3.034 -3.401
H -4.443 -0.106 -1.878
H -2.696 1.377 -5.270
H -1.631 1.098 -3.881
H -2.139 -0.266 -4.898
H -1.849 2.987 -2.599
H -2.407 4.573 -2.035
H -0.731 4.367 -2.589
H -3.847 -2.815 -2.087
H -3.329 -4.007 -3.287
H -3.858 -2.402 -3.817
H -0.721 -1.739 0.220
H -1.650 -1.319 1.662
H -0.861 -0.044 0.712
H -4.582 0.131 0.072
H -3.186 1.109 0.581
H -3.747 -0.250 1.577
H -3.138 -1.813 -0.253
H -1.737 0.563 -1.529
*
```

***

[4]
Entry from OMol25: a 2-piece molecular cluster, C3H7NO2 overall at a distorted geometry (ωB97M-V/def2-TZVPD).

The value obtained for the HOMO energy is -0.3386 Ha. The total energy comes out at -323.64001 a.u. The calculation puts the LUMO energy at 0.22 eV. As for the energy relative to the best compared isomer or geometry (same formula, charge and spin): 88.4 kcal/mol.

```
! RIJCOSX wB97M-V def2-TZVPD def2/J DEFGRID3
* xyz 0 1
C 2.075 0.284 -0.119
N 0.639 0.064 -0.310
C -0.121 -0.062 0.736
O -0.031 -0.056 1.991
C -1.556 -0.335 0.634
O -1.760 -0.328 -1.325
H 2.366 1.266 -0.511
H 2.364 0.238 0.938
H 2.647 -0.472 -0.666
H -0.565 -0.231 -1.344
H -2.242 0.439 0.959
H -1.880 -1.355 0.814
H -2.064 0.574 -1.547
*
```

***

[5]
Entry from OMol25: C29H41O3PPdSbSi3 as an isolated structure (ωB97M-V/def2-TZVPD).

The value obtained for the HOMO energy (alpha / beta) is -0.3863 / -0.3858 Ha. The total energy comes out at -2933.20413 a.u. The calculation puts the LUMO energy (alpha / beta) at -4.98 / -4.97 eV. As for the energy relative to the best compared isomer or geometry (same formula, charge and spin): 12.1 kcal/mol.

```
! RIJCOSX wB97M-V def2-TZVPD def2/J DEFGRID3
* xyz 1 1
Pd 0.557 0.902 -0.670
O 1.474 3.351 2.974
C 0.500 2.757 2.554
O 0.490 1.534 2.108
C -0.860 3.372 2.455
C -1.178 4.593 3.027
C -2.467 5.081 2.888
C -3.413 4.359 2.167
C -3.087 3.145 1.580
C -1.798 2.640 1.736
P -1.218 1.048 1.069
C -2.676 0.697 -0.031
C -2.679 1.265 -1.305
C -3.751 1.097 -2.167
C -4.847 0.346 -1.766
C -4.868 -0.213 -0.497
C -3.795 -0.033 0.366
C -1.357 -0.334 2.248
C -1.452 -1.639 1.774
C -1.515 -2.714 2.644
C -1.495 -2.487 4.015
C -1.421 -1.190 4.498
C -1.348 -0.117 3.620
H -0.413 5.134 3.567
H -2.739 6.029 3.333
H -4.417 4.748 2.059
H -3.835 2.610 1.013
H -1.833 1.861 -1.637
H -3.732 1.553 -3.148
H -5.685 0.204 -2.436
H -5.728 -0.783 -0.169
H -3.847 -0.459 1.360
H -1.529 -1.820 0.700
H -1.593 -3.722 2.260
H -1.544 -3.320 4.703
H -1.410 -1.008 5.564
H -1.273 0.891 4.007
C 0.052 -4.143 -3.271
Si 0.840 -3.989 -1.599
C 2.675 -4.261 -1.627
C -0.068 -4.894 -0.257
Sb 0.330 -1.450 -1.152
Si 2.582 -0.102 0.667
C 3.868 -1.069 -0.290
C 3.355 1.549 1.019
C 2.097 -1.112 2.150
Si 1.819 1.135 -2.789
C 0.481 1.967 -3.803
C 2.330 -0.439 -3.684
C 3.331 2.224 -2.631
H 0.052 -5.199 -3.556
H 0.602 -3.592 -4.034
H -0.981 -3.795 -3.270
H 2.871 -5.283 -1.965
H 3.120 -4.150 -0.641
H 3.179 -3.588 -2.321
H 0.108 -5.967 -0.372
H -1.144 -4.728 -0.318
H 0.277 -4.603 0.736
H 4.152 -0.616 -1.240
H 3.572 -2.100 -0.463
H 4.771 -1.083 0.331
H 3.836 1.949 0.127
H 4.150 1.323 1.742
H 2.715 2.293 1.488
H 1.587 -2.034 1.863
H 1.487 -0.578 2.870
H 3.047 -1.393 2.620
H -0.452 1.401 -3.791
H 0.822 2.028 -4.841
H 0.265 2.985 -3.471
H 1.448 -0.953 -4.080
H 2.905 -1.143 -3.082
H 2.952 -0.169 -4.543
H 3.253 3.042 -1.917
H 3.506 2.662 -3.618
H 4.219 1.642 -2.378
O 0.974 3.983 -0.501
C 0.799 2.875 -0.573
*
```

***

[6]
Entry from OMol25: a 8-piece molecular cluster, C5H29N3O7 overall at a distorted geometry (ωB97M-V/def2-TZVPD).

The SMILES is C[C@H](N)CNCCN.O.O.O.O.O.O.O. The value obtained for the HOMO energy is -0.3050 Ha. The total energy comes out at -898.80077 a.u. The calculation puts the LUMO energy at -0.11 eV. As for the energy relative to the best compared isomer or geometry (same formula, charge and spin): 37.5 kcal/mol.

```
! RIJCOSX wB97M-V def2-TZVPD def2/J DEFGRID3
* xyz 0 1
N 0.342 1.473 1.417
C 0.154 2.645 0.509
C 0.086 3.897 1.377
C 1.356 2.669 -0.419
N 1.200 1.856 -1.573
C 2.246 0.969 -2.087
C 1.562 -0.325 -2.497
N 1.029 -1.053 -1.361
H 0.996 1.698 2.159
H -0.465 0.948 1.706
H -0.804 2.528 0.031
H 0.950 4.043 2.020
H -0.025 4.788 0.741
H -0.849 3.974 1.930
H 2.299 2.490 0.092
H 1.478 3.734 -0.689
H 0.281 1.486 -1.731
H 3.003 0.856 -1.326
H 2.570 1.428 -3.025
H 2.194 -0.923 -3.164
H 0.796 0.004 -3.215
H 1.301 -0.630 -0.487
H 0.027 -1.101 -1.422
H 0.650 -2.053 2.974
H -0.303 -1.221 3.683
O 0.613 -1.153 3.376
H -2.810 1.736 1.515
H -2.932 1.477 2.936
O -3.473 1.834 2.216
H -1.145 -0.589 -0.239
H -2.228 -0.439 -1.235
O -1.988 -0.137 -0.330
H 1.504 -3.073 -0.420
H 1.395 -4.531 -0.794
O 1.510 -3.957 -0.018
H -0.170 -4.353 2.137
H 1.324 -3.950 1.840
O 0.643 -3.995 2.521
H -1.955 -3.712 1.012
H -2.543 -2.788 -0.111
O -2.727 -3.530 0.468
H -1.852 -0.534 -3.886
H -2.875 -1.612 -3.486
O -2.364 -0.872 -3.145
*
```

***

- Which of these has the lowest energy relative to the best compared isomer or geometry (same formula, charge and spin)?
  C24H28N6O3S

***

- Which of these has the highest energy relative to the best compared isomer or geometry (same formula, charge and spin)?
  C5H6N

***

- Number 6 is which compound?
  C5H29N3O7